No. 1
{"formula": "C2H6N4", "method": "ωB97M-V/def2-TZVPD", "homo_lumo_gap_ev": 9.69, "e_lumo_ev": 0.695, "homo_energy_ev": -8.991, "total_charge": 0, "species": ["H", "N", "C", "N", "H", "H", "H", "N", "C", "N", "H", "H"], "coordinates": [[1.65854, 1.25267, -0.44269], [0.88458, 0.74636, -0.04738], [1.07632, -0.39469, 0.45202], [2.32500, -1.07212, 0.57672], [0.26278, -0.95847, 0.97170], [2.98003, -0.68394, -0.04604], [2.48968, -1.75232, 1.27811], [-3.30075, -0.27142, -0.51214], [-2.42728, 0.57442, -0.22069], [-1.65813, 1.34102, 0.32010], [-3.53187, -0.31295, -1.48280], [-0.59465, 1.19147, 0.20519]], "forces_ev_per_a": [[0.514, -0.089, -0.040], [-0.379, -0.255, -0.273], [1.819, -1.876, 1.890], [-3.253, 1.791, -0.954], [0.363, 0.741, -0.609], [1.485, -0.097, -0.116], [0.231, -0.432, 0.126], [1.044, 0.724, 0.425], [-0.366, -0.530, 0.867], [-0.252, -0.199, -0.691], [-0.333, 0.034, -0.602], [-0.872, 0.188, -0.023]], "mulliken_charge": [0.1277, -0.5376, 0.1801, -0.3960, 0.2446, 0.1987, 0.2057, -0.5914, 0.4970, -0.6227, 0.2240, 0.4698]}

***

No. 2
{"formula": "C2H6N4", "method": "ωB97M-V/def2-TZVPD", "homo_lumo_gap_ev": [7.79, 7.70], "e_lumo_ev": [0.761, 0.871], "homo_energy_ev": [-7.028, -6.825], "total_charge": 0, "species": ["C", "C", "N", "N", "N", "N", "H", "H", "H", "H", "H", "H"], "coordinates": [[-0.14545, -0.94051, 0.53928], [-0.59608, 0.25986, 0.08403], [0.95600, -1.60859, 0.18154], [1.83062, -1.33963, -0.72136], [-0.04599, 1.07917, -0.73849], [-0.68562, 2.23469, -0.91771], [-0.77173, -1.33000, 1.33795], [-1.50886, 0.53456, 0.62279], [0.94388, -2.56869, 0.47312], [2.50993, -2.19599, -0.82467], [-1.55556, 2.39448, -0.42715], [-0.39034, 3.04324, -1.42640]], "forces_ev_per_a": [[1.006, -1.886, 0.726], [-0.902, 2.283, -0.189], [-1.177, -1.164, 0.100], [2.241, -0.651, -1.195], [0.837, 0.353, -0.560], [-1.585, 0.527, 0.451], [0.608, -0.649, -0.242], [-0.195, 0.386, -0.257], [0.000, -0.381, 0.860], [-1.815, 1.940, 0.521], [-0.024, -0.165, 0.145], [1.005, -0.592, -0.360]], "mulliken_charge": [-0.4202, 0.2402, 0.2722, -0.7624, -0.2056, -0.4148, 0.2282, 0.2616, 0.2393, 0.1958, 0.1588, 0.2068]}

***

Q: Which formula does entry 1 have?
A: C2H6N4